Entry 1:
Entry from the Open Molecules 2025 dataset: one molecule with the formula C6H4O in a non-equilibrium geometry (the ωB97M-V functional and the def2-TZVPD basis).

E_tot = -8327.8945 eV
E_HOMO = -10.414 eV
Energy relative to the best compared isomer or geometry (same formula, charge and spin) = 104.8 kcal per mole
LUMO level = -1.136 eV
Net charge = 0
Maximum force = 1.1 eV Å⁻¹

Element x y z (Å)
C: 0.884301 -1.528118 0.642919
C: 0.585684 -0.615355 -0.505399
C: 0.903390 -0.245075 -1.704910
C: -0.746917 0.108589 -0.325002
O: -1.690802 -0.564975 0.003947
C: -0.819668 1.541327 -0.350784
C: -0.954105 2.731588 -0.292590
H: 1.881592 -1.922120 0.499740
H: 0.158836 -2.345940 0.729466
H: 0.848752 -0.948304 1.568685
H: -1.051063 3.788382 -0.266072

Force components x, y, z for each atom (eV/Å):
C 0.27 -0.07 0.00
C 0.04 0.07 -0.64
C 0.22 -0.30 0.64
C -0.98 -0.15 0.36
O 0.03 0.13 -0.06
C -0.06 0.45 -0.07
C 0.13 -0.21 -0.10
H 0.15 -0.21 0.16
H 0.14 0.30 -0.24
H 0.08 -0.11 -0.06
H -0.02 0.10 0.02

Partial atomic charges computed with the Löwdin method, in multiples of e: number 1, C, carries -0.034; number 2, C, carries -0.367; number 3, C, carries 0.272; number 4, C, carries -0.460; number 5, O, carries 0.136; number 6, C, carries -0.034; number 7, C, carries 0.178; number 8, H, carries 0.079; number 9, H, carries 0.095; number 10, H, carries 0.093; number 11, H, carries 0.043

Entry 2:
Entry from the Open Molecules 2025 dataset: C5H5AuCl2NO5Sm as an isolated structure in a non-equilibrium geometry (the ωB97M-V functional and the def2-TZVPD basis).

E_tot = -63584.2193 eV
E_HOMO (spin up / spin down) = -23.774 / -23.614 eV
Energy relative to the best compared isomer or geometry (same formula, charge and spin) = 3.9 kcal per mole
LUMO level (spin up / spin down) = -18.418 / -20.696 eV
2S+1 = 8
Net charge = +4
Maximum force = 6.9 eV Å⁻¹

Element x y z (Å)
Sm: -2.065615 -0.237328 -3.915409
Au: 1.008425 0.407872 -0.860260
Cl: -0.350030 -1.196619 -1.998618
Cl: -2.102728 2.082710 -2.948754
C: 1.939668 1.887994 -0.100053
C: -0.368522 -1.574341 -5.171071
C: -0.128442 0.985721 -4.717322
O: 2.242070 2.976443 0.153713
O: 0.620465 -1.991978 -5.597441
O: 0.816106 1.545185 -5.073519
N: 0.197674 -1.071870 3.877124
C: 0.287082 -0.017181 2.847875
C: -1.049666 -0.177459 2.080664
O: -1.881060 -0.940544 2.654200
O: -1.139804 0.461677 1.004212
H: -0.829216 -1.328955 3.876723
H: 0.556213 -0.753437 4.770155
H: 0.754584 -1.869291 3.580670
H: 0.328877 0.964731 3.322422
H: 1.163918 -0.153331 2.214690

Force components x, y, z for each atom (eV/Å):
Sm -1.20 -3.07 0.66
Au -0.33 -0.98 -0.59
Cl -0.73 0.49 -0.84
Cl -0.08 2.26 0.78
C 1.68 6.22 1.20
C 5.36 -2.55 -2.56
C 5.47 3.68 -2.14
O -1.03 -5.06 -0.87
O -4.74 1.77 1.91
O -4.31 -2.59 1.61
N 0.49 0.10 -0.44
C 0.39 0.34 0.11
C -2.06 -2.88 3.29
O 1.47 2.37 -2.59
O -0.34 0.42 -0.76
H 0.23 -0.12 0.38
H -0.08 0.04 0.59
H -0.02 -0.46 0.26
H -0.10 0.03 -0.10
H -0.08 -0.03 0.09

Partial atomic charges computed with the Löwdin method, in multiples of e: number 1, Sm, carries 1.486; number 2, Au, carries 0.665; number 3, Cl, carries 0.041; number 4, Cl, carries 0.519; number 5, C, carries -0.145; number 6, C, carries -0.068; number 7, C, carries -0.149; number 8, O, carries 0.226; number 9, O, carries 0.254; number 10, O, carries 0.276; number 11, N, carries 0.225; number 12, C, carries -0.022; number 13, C, carries -0.488; number 14, O, carries 0.136; number 15, O, carries 0.207; number 16, H, carries 0.162; number 17, H, carries 0.195; number 18, H, carries 0.189; number 19, H, carries 0.169; number 20, H, carries 0.123

Entry 3:
Entry from the Open Molecules 2025 dataset: an isolated ion of composition CH7N4OP and charge +2 in a non-equilibrium geometry (the ωB97M-V functional and the def2-TZVPD basis).

E_tot = -18426.3534 eV
E_HOMO = -19.275 eV
Energy relative to the best compared isomer or geometry (same formula, charge and spin) = 0.1 kcal per mole
LUMO level = -10.354 eV
Net charge = +2
Maximum force = 4.6 eV Å⁻¹

Element x y z (Å)
C: -1.050673 -0.997232 0.176182
N: -1.649167 0.208879 -0.317845
N: 0.342522 -1.005165 -0.049521
N: -2.795995 0.665250 -0.143134
N: 2.319759 1.436776 0.376741
O: 2.807848 -0.829597 -0.419083
P: 1.605944 0.011341 0.013881
H: -1.238640 -1.291932 1.286730
H: -1.557453 -1.921428 -0.275021
H: 2.872086 -1.701764 -0.686147
H: -3.625862 0.252332 0.393830
H: -3.090207 1.445538 -0.697632
H: 3.176953 1.404102 -0.191861
H: 1.882879 2.322898 0.532875

Force components x, y, z for each atom (eV/Å):
C -1.27 -1.48 2.41
N -1.65 1.36 -0.38
N 3.34 3.19 -0.02
N 0.06 -2.71 0.90
N -0.46 -2.39 -1.28
O 0.74 4.16 1.04
P -2.67 -3.63 -0.01
H -0.09 1.09 -1.34
H 0.68 1.26 -0.23
H -0.27 -3.21 -0.93
H 1.47 -0.04 -0.30
H 0.34 1.13 -0.54
H 0.16 0.75 0.52
H -0.38 0.52 0.16

Partial atomic charges computed with the Löwdin method, in multiples of e: number 1, C, carries -0.279; number 2, N, carries 0.122; number 3, N, carries -0.113; number 4, N, carries 0.250; number 5, N, carries 0.030; number 6, O, carries -0.035; number 7, P, carries 0.926; number 8, H, carries 0.189; number 9, H, carries 0.193; number 10, H, carries 0.098; number 11, H, carries 0.228; number 12, H, carries 0.169; number 13, H, carries 0.118; number 14, H, carries 0.105

Entry 4:
Entry from the Open Molecules 2025 dataset: a 2-piece molecular cluster, C4H10O2 overall in a non-equilibrium geometry (the ωB97M-V functional and the def2-TZVPD basis).

E_tot = -8404.4701 eV
E_HOMO = -9.563 eV
Energy relative to the best compared isomer or geometry (same formula, charge and spin) = 24.8 kcal per mole
LUMO level = 0.769 eV
Net charge = 0
Maximum force = 2.7 eV Å⁻¹

Element x y z (Å)
C: 1.826998 0.301052 -1.001281
O: 1.755489 0.797580 0.324882
H: 2.642145 0.701887 0.711697
H: 2.101300 -0.756409 -0.986215
H: 2.585534 0.858025 -1.559125
H: 0.824567 0.399670 -1.497401
C: -1.467876 1.026886 0.292173
C: -0.854163 -1.408320 0.833411
C: -1.138726 -0.355432 -0.203909
O: -1.297345 -0.660733 -1.399240
H: -1.206313 1.756845 -0.478010
H: -2.535230 1.082586 0.517178
H: -0.340676 -2.252961 0.366502
H: -0.208514 -1.000951 1.615187
H: -0.892782 1.259400 1.191681
H: -1.794409 -1.749123 1.272469

Force components x, y, z for each atom (eV/Å):
C -0.41 0.01 -0.57
O 0.24 0.06 0.48
H -0.56 0.10 -0.13
H -0.07 -0.07 -0.20
H -0.15 -0.07 -0.21
H 1.15 0.04 0.54
C 0.73 0.25 -0.03
C 0.78 -0.02 -0.15
C -1.58 -0.89 -2.02
O 0.63 0.65 2.27
H -0.25 -0.07 0.07
H 0.04 -0.03 -0.06
H -0.23 0.04 0.04
H -0.18 -0.06 0.03
H -0.17 -0.01 -0.06
H 0.02 0.07 -0.01

Partial atomic charges computed with the Löwdin method, in multiples of e: number 1, C, carries -0.156; number 2, O, carries -0.135; number 3, H, carries 0.088; number 4, H, carries 0.082; number 5, H, carries 0.078; number 6, H, carries 0.078; number 7, C, carries -0.031; number 8, C, carries -0.027; number 9, C, carries -0.507; number 10, O, carries 0.020; number 11, H, carries 0.088; number 12, H, carries 0.092; number 13, H, carries 0.086; number 14, H, carries 0.077; number 15, H, carries 0.076; number 16, H, carries 0.091

Look up the net charge of the fourth one.
0